# C4H7N3

An isolated molecule of C4H7N3 (ωB97M-V/def2-TZVPD, OMol25).

As for the net charge: 0. The SMILES is [H]/N=C(\C#N)NCC.

Last column: Mulliken charge in e.
Positions of all 14 atoms, in Å:
H (-0.84051, 2.65514, 1.98216)  0.270
N (0.00129, 2.13476, 1.73189)  -0.606
C (-0.26092, 1.11026, 1.02525)  0.332
C (-1.63169, 0.72784, 0.65120)  0.270
N (-2.70677, 0.34281, 0.46787)  -0.386
N (0.69764, 0.19070, 0.64610)  -0.239
C (0.89273, -0.22511, -0.73296)  -0.498
C (0.15665, -1.51463, -1.13834)  -0.931
H (1.27887, -0.17965, 1.37616)  0.228
H (0.55950, 0.61057, -1.35774)  0.257
H (1.97389, -0.31869, -0.91492)  0.408
H (-0.36772, -1.38521, -2.08843)  0.256
H (-0.59054, -1.78788, -0.38573)  0.331
H (0.83758, -2.36092, -1.26252)  0.308



# C6H6O2Pr

C6H6O2Pr as an isolated structure in a non-equilibrium geometry (ωB97M-V/def2-TZVPD, OMol25).

Its expectation value of S² is 3.75. As for the net charge: +2. As for the multiplicity: 4.

Last column: Mulliken charge in e.
Positions of all 15 atoms, in Å:
C (0.83656, -0.77110, -2.03245)  -0.604
C (0.15395, -0.81341, -0.85830)  0.596
O (-0.96906, -1.00458, -0.46519)  -0.545
H (0.23234, -0.54724, -2.91527)  0.411
Pr (-2.37052, -0.71099, 1.93062)  1.787
O (0.33111, -0.27759, 2.15471)  -0.474
C (1.28241, -0.46531, 1.23684)  0.088
C (2.50431, -0.71517, 1.09548)  -0.295
C (3.07293, -1.39130, -1.10836)  -1.079
C (2.24142, -0.98916, -2.14388)  0.221
H (0.67299, -0.24568, 3.06029)  0.356
H (3.38326, -1.02575, 1.64276)  0.388
H (3.01133, -2.45300, -0.83835)  0.394
H (4.10441, -1.02566, -1.15138)  0.363
H (2.67968, -0.80387, -3.12633)  0.393



Computed values of calculated total energy (unit: eV) for the preceding records, in sequence: -8730.6310, -24458.6106.